# 1
Computed, not measured: a structure of composition C20H44NO2P3Sn, with ωB97M-V/def2-TZVPD.

```
71
Properties=species:S:1:pos:R:3:forces:R:3
Sn -0.04204 0.33513 -0.87667 2.8 -3.4 19.2
P -2.69006 0.59751 -1.06581 -2.9 0.6 0.1
P 0.25037 -2.32687 -1.25228 1.1 -0.5 -0.3
P 0.39641 1.72884 1.46840 0.9 1.0 1.4
H 4.56991 -1.61299 -0.98050 0.5 0.5 0.7
C 4.73642 -0.98258 -0.07870 -1.7 -0.5 0.2
C 4.23848 -1.37395 1.11644 1.8 0.4 0.1
H 3.93314 -2.40634 1.31992 -0.2 0.4 -0.2
C -2.97518 1.39102 -2.66180 0.5 0.0 -0.2
C -3.66301 -0.92303 -1.07349 0.6 -0.7 0.1
C -3.48946 1.64026 0.17107 0.5 0.3 0.5
C 1.78580 -3.02743 -0.59560 0.2 0.1 0.4
C -1.03231 -3.54533 -0.85595 -0.6 0.3 0.5
C 0.43830 -2.40272 -3.06641 -0.1 0.5 0.1
C 2.02064 1.31431 2.20770 0.2 -0.8 -0.4
C -0.74065 1.74801 2.89235 -0.8 -0.7 -0.3
C 0.55742 3.50852 1.03776 -0.3 -0.1 -1.0
H 5.14579 0.01433 -0.23184 0.2 -0.3 0.1
H 4.49611 -0.78387 2.02770 -0.5 -0.4 -0.8
H -4.05330 1.56372 -2.76702 0.1 0.0 0.1
H -2.64159 0.74428 -3.48177 -0.1 0.1 0.1
H -2.45746 2.35550 -2.72251 -0.2 -0.1 0.0
H -4.70432 -0.66155 -1.29571 0.1 0.2 0.0
H -3.62683 -1.42595 -0.10159 0.0 0.2 -0.1
H -3.31072 -1.61865 -1.84020 -0.1 0.1 0.0
H -4.54867 1.73919 -0.09646 0.1 -0.1 -0.1
H -3.03797 2.63717 0.19463 -0.1 -0.1 0.0
H -3.42138 1.19827 1.17058 0.0 -0.1 -0.2
H 2.15443 -3.79668 -1.28851 -0.2 0.1 0.1
H 1.58131 -3.49950 0.37380 0.0 0.1 -0.2
H 2.57520 -2.28237 -0.44223 -0.3 -0.1 -0.2
H -1.07818 -4.29892 -1.65377 0.1 0.3 0.1
H -2.01790 -3.07857 -0.75211 0.2 -0.2 -0.1
H -0.79108 -4.05011 0.08750 0.0 0.2 -0.2
H 0.56926 -3.45494 -3.35511 0.0 0.2 0.1
H 1.32547 -1.83465 -3.38159 -0.2 -0.1 0.0
H -0.45613 -2.00614 -3.56792 0.3 -0.1 0.0
H 2.55525 2.20158 2.58086 -0.5 0.0 -0.2
H 2.66589 0.81907 1.47505 0.0 0.1 0.0
H 1.89808 0.60606 3.03840 -0.2 0.2 -0.3
H -0.55145 2.60521 3.55739 0.3 -0.1 -0.5
H -0.65409 0.81929 3.46645 0.1 0.2 -0.3
H -1.77388 1.80784 2.53697 0.1 0.1 0.2
H 0.76195 4.13055 1.92344 -0.1 -0.5 0.0
H -0.37572 3.86199 0.58066 0.1 0.0 0.2
H 1.35539 3.67664 0.30378 -0.1 -0.1 0.2
C 1.40136 2.25145 -2.40368 -1.0 -1.0 -0.2
C 0.42262 2.61226 -3.38539 0.3 2.1 -0.8
C 0.58545 3.90546 -3.94780 -1.3 -2.2 0.3
C 1.66954 4.67603 -3.49861 0.9 2.2 -0.5
C 2.63111 4.26796 -2.55261 0.5 -1.2 1.1
C 2.47348 3.01154 -2.01549 2.2 2.7 -0.3
O 1.42672 1.18914 -1.64233 2.6 0.5 -1.3
H -0.42227 0.33021 -2.07033 -6.3 -0.1 -16.7
H -0.40623 1.98279 -3.69890 0.3 0.0 0.1
H -0.13789 4.31772 -4.70201 0.9 -0.5 0.8
H 1.82190 5.68951 -3.91108 -0.3 -0.6 0.1
H 3.46659 4.87600 -2.18777 -0.5 0.1 -0.6
H 3.10949 2.52044 -1.27204 0.1 0.7 -0.4
C 0.00283 -2.22986 4.10766 0.3 0.3 0.0
N -1.25575 -2.65845 3.50647 0.0 0.4 -1.2
C -1.93810 -3.81115 4.08734 -0.6 -0.5 0.0
C -1.66903 -2.13534 2.35425 1.0 0.6 0.3
O -1.05288 -1.20530 1.72389 -0.8 -0.9 0.2
H 0.12727 -2.77344 5.04470 0.1 0.2 -0.1
H -0.01929 -1.14931 4.31069 0.0 -0.4 0.0
H 0.85686 -2.43105 3.44278 -0.3 0.0 0.2
H -2.99898 -3.75316 3.80768 0.3 -0.1 0.3
H -1.53614 -4.76513 3.70827 0.0 0.4 0.2
H -1.83333 -3.78845 5.17685 -0.2 0.0 -0.3
H -2.60299 -2.58110 1.97216 0.2 0.2 0.1
```
Forces are in eV/Å.

## Properties
spin multiplicity	1
LUMO level (spin up / spin down)	-15.9 / -14.7	eV
charge	+4

=====

# 2
Computed, not measured: a cluster of 5 separate species, C20H44O14P2 in total, with ωB97M-V/def2-TZVPD.

```
80
Properties=species:S:1:pos:R:3:forces:R:3
C 13.51047 -23.51204 -13.74857 1.2 -0.3 1.2
O 12.87194 -22.32082 -13.22025 -1.3 -0.6 -0.9
P 11.27847 -22.34599 -13.17181 -1.2 0.1 2.1
O 10.64133 -21.05393 -12.82725 1.0 -0.4 -0.6
O 10.72519 -23.07074 -14.46728 0.6 0.2 0.5
C 9.33253 -22.92536 -14.75883 -0.9 -0.4 -0.9
O 10.90105 -23.44724 -12.03711 0.6 0.2 -1.4
C 11.49736 -23.44652 -10.75609 0.3 -0.2 0.6
H 12.93600 -24.43499 -13.67382 -0.6 0.4 -0.3
H 14.32663 -23.68944 -13.04312 0.1 0.1 -0.3
H 13.92508 -23.33651 -14.73497 -0.2 0.1 -0.1
H 8.80827 -22.27619 -14.06299 0.3 0.4 -0.2
H 8.77565 -23.86761 -14.75734 0.7 -0.3 0.4
H 9.27348 -22.61816 -15.80343 -0.1 0.6 0.2
H 12.56638 -23.20838 -10.75487 -0.1 0.3 -0.3
H 11.45849 -24.47083 -10.38195 -0.3 0.1 0.1
H 10.96942 -22.76187 -10.09185 0.0 -0.1 0.0
C 15.52811 -17.05355 -14.72456 0.7 0.4 1.9
O 16.96449 -17.12407 -14.64669 1.0 -0.3 0.2
P 17.94510 -16.08997 -13.96728 -0.1 0.7 0.1
O 17.94052 -14.76192 -14.60282 0.4 -0.7 0.3
O 17.52781 -15.99431 -12.39725 0.1 -0.3 -1.4
C 17.84013 -14.79995 -11.70202 0.0 1.0 0.3
O 19.35076 -16.84431 -13.93734 -0.8 0.9 -0.6
C 19.59944 -18.21045 -13.69141 -0.2 -0.7 1.4
H 15.23323 -17.31444 -15.73222 -0.2 -0.1 0.1
H 15.19333 -16.07530 -14.36808 0.0 0.2 -0.7
H 15.24046 -17.70931 -13.89921 -0.7 -0.5 -0.7
H 17.72591 -13.88712 -12.29262 -0.4 -0.3 -0.3
H 18.87748 -14.74174 -11.36004 -0.1 -0.6 0.2
H 17.13263 -14.74954 -10.87224 0.2 0.1 0.1
H 18.71549 -18.79642 -13.42981 -0.3 0.3 -0.7
H 20.14601 -18.66121 -14.51699 -0.1 0.1 0.0
H 20.14470 -18.30164 -12.74411 0.5 0.2 -0.4
O 16.88683 -17.99007 -10.61736 -0.3 -0.5 0.0
C 15.54186 -18.17636 -10.84286 0.4 -0.3 0.2
C 14.69004 -17.16900 -11.26348 -0.1 0.0 0.3
C 13.32112 -17.38385 -11.26187 -0.2 0.8 0.3
C 12.77632 -18.59085 -10.88389 0.1 -0.4 -0.8
O 11.42593 -18.85351 -10.98536 0.5 0.2 0.0
C 13.66010 -19.63000 -10.61561 0.0 -0.7 0.4
C 15.02482 -19.45619 -10.59389 0.3 1.0 -0.3
H 17.04181 -17.06952 -10.39800 0.1 0.1 -0.3
H 15.00206 -16.18922 -11.60221 0.5 -0.1 0.3
H 12.72046 -16.50777 -11.47831 -0.4 -0.3 -0.2
H 11.39820 -19.55429 -11.65724 -0.8 -0.2 0.1
H 13.27806 -20.61094 -10.34951 -0.2 0.1 -0.2
H 15.71977 -20.26247 -10.41502 -0.1 -0.1 0.3
C 18.92326 -21.48088 -13.92672 0.1 0.4 -0.5
O 17.88072 -22.31956 -13.54265 -0.1 -1.5 -0.4
C 16.72348 -21.79754 -12.96096 0.2 0.6 0.2
C 16.03236 -20.75040 -13.82046 0.4 0.4 1.2
O 15.76998 -21.31435 -15.07805 -1.0 -0.3 0.1
C 14.52376 -20.87629 -15.62669 0.6 0.8 0.6
H 19.62128 -22.05899 -14.53528 0.1 -0.4 0.5
H 19.42973 -21.05714 -13.05161 0.1 0.1 -0.1
H 18.63922 -20.70111 -14.64308 -0.4 0.2 0.4
H 16.95754 -21.46417 -11.93941 -0.1 0.6 -0.1
H 15.99086 -22.59365 -12.79942 0.5 -0.3 -0.4
H 16.60579 -19.81758 -13.89152 0.3 -0.1 -0.3
H 15.16505 -20.43718 -13.22176 -0.4 -0.3 -0.5
H 14.11718 -21.62225 -16.30186 0.2 0.0 -0.2
H 14.71260 -19.91229 -16.10268 -0.3 -0.1 -0.5
H 13.79075 -20.67673 -14.83966 0.0 -0.2 0.0
C 14.46284 -11.08660 -17.48033 0.0 -1.2 -1.6
O 15.37093 -12.18008 -17.32900 -1.2 0.7 0.9
C 15.44063 -12.59899 -15.95256 0.5 0.2 -0.9
C 14.22522 -13.38304 -15.42799 1.0 -0.4 -0.7
O 14.41385 -13.56622 -14.03643 -0.6 -0.2 -0.7
C 13.34208 -14.24624 -13.43155 0.4 -0.2 2.0
H 13.46613 -11.38506 -17.14973 0.1 0.6 0.8
H 14.28263 -11.00014 -18.55729 0.4 0.3 0.0
H 14.88930 -10.15494 -17.11964 -0.3 0.1 0.5
H 15.59006 -11.75142 -15.27828 0.2 0.2 -0.1
H 16.35965 -13.17266 -16.04593 -0.1 -0.5 1.1
H 14.24974 -14.35681 -15.93146 -0.3 -0.1 0.0
H 13.27330 -12.89955 -15.66207 0.0 0.2 0.1
H 13.74942 -14.52079 -12.45252 -0.2 0.1 0.2
H 13.00211 -15.22022 -13.80093 0.3 0.2 -1.0
H 12.46997 -13.62557 -13.20962 0.0 0.2 -0.5
```
Forces are in eV/Å.

## Properties
spin multiplicity	1
SMILES	COP(=O)(OC)OC.COP(=O)(OC)OC.Oc1ccc(O)cc1.COCCOC.COCCOC
LUMO level	0.5	eV
relative energy (zero: lowest compared OMol25 entry of this formula, charge and spin)	0.000	eV

=====

# 3
Computed, not measured: the molecule C20H45ClNO12P5, with ωB97M-V/def2-TZVPD.

```
84
Properties=species:S:1:pos:R:3:forces:R:3
C 5.02981 3.80152 1.62668 0.0 -0.4 -1.1
C 4.44868 2.81556 0.45015 0.0 -0.6 0.7
C 2.93788 2.20719 0.82873 0.7 0.0 -1.6
C 1.74881 3.16820 0.23207 -1.0 -0.8 0.4
C 0.98785 4.09943 1.35385 0.4 0.1 -0.3
C 0.49743 3.27879 2.69613 0.2 0.3 -0.3
C -0.38015 1.92795 2.38943 -0.4 -0.3 0.3
C -1.94440 2.00322 2.93792 0.9 -1.0 0.0
C -2.25439 0.53670 3.62442 -1.4 0.2 0.7
C -3.85775 0.12690 3.48999 -0.1 -0.7 0.4
C -4.16996 -0.78218 2.13858 -0.1 0.3 -0.3
C -4.99248 0.05206 0.98886 -0.1 0.3 0.2
C -3.99969 0.70812 -0.14176 0.1 0.3 -0.5
C -4.43037 0.37855 -1.69520 -0.6 0.8 0.5
C -3.26288 0.82223 -2.80303 -0.7 -1.5 -0.1
C -2.17676 -0.44013 -2.93031 -1.8 -0.1 -0.1
O -0.95664 -0.23158 -2.13773 0.9 -0.6 -2.6
C 0.26001 -0.61509 -2.93120 1.2 -0.9 3.1
C 1.40474 -1.02383 -1.78266 0.9 1.7 -3.3
C 2.87262 -1.04194 -2.59172 0.6 -0.5 3.0
O 2.79908 -2.05786 -3.64677 -0.6 1.5 2.5
N 3.61778 -1.79688 -4.67977 -3.6 -1.3 -4.4
O 2.95726 -2.15940 -5.67082 3.6 1.1 2.5
O 1.27394 -2.34016 -1.22568 -0.3 1.6 1.5
C 0.57991 -2.52273 0.01156 0.5 -0.9 -0.7
Cl 0.76071 -1.28196 1.35445 -0.3 -0.4 -1.4
P 1.34207 -4.16202 0.76309 -0.2 -0.6 -0.6
P 2.54628 -3.69169 2.53014 0.3 1.0 5.6
O 1.60685 -3.40399 3.77331 3.1 -0.8 -4.7
O 3.45192 -5.17274 2.90116 -2.7 1.8 -1.9
O 3.74687 -2.44957 2.27566 -0.7 -3.1 1.6
P -1.30840 -2.98231 -0.14922 0.1 -0.1 1.7
P -1.52050 -4.41184 -1.84156 -2.5 -1.3 -5.4
O -2.54981 -3.92456 -2.93705 3.6 -1.5 4.1
O -0.00113 -4.73267 -2.62792 -1.7 0.1 2.9
O -2.13101 -5.98286 -1.27853 2.5 3.1 0.6
P 0.71110 1.00104 -3.89283 -2.1 1.5 -2.2
O 1.91793 0.71922 -5.11270 1.2 1.4 3.4
O 1.24526 2.26265 -2.81823 1.2 -1.0 -1.4
H 4.79229 3.29818 2.66127 0.5 1.3 -2.0
H 6.20276 3.87388 1.46439 -2.5 0.1 0.6
H 4.53077 4.86569 1.49321 1.1 -2.2 0.6
H 4.45129 3.34901 -0.60752 -0.2 -1.1 2.2
H 5.18109 1.90370 0.36678 -1.3 1.7 0.1
H 2.87008 1.18362 0.24006 0.1 1.9 1.3
H 2.84194 1.94629 1.96549 0.2 0.7 -2.2
H 0.92554 2.44079 -0.23001 1.8 1.7 0.9
H 2.14336 3.82393 -0.66424 -0.7 -1.3 1.9
H 0.04816 4.57316 0.83146 1.8 -0.9 1.0
H 1.72217 4.98861 1.64632 -1.6 -1.9 -0.4
H -0.17344 4.03282 3.31883 1.5 -1.6 -1.1
H 1.45535 2.96390 3.33213 -2.2 0.9 -1.3
H 0.13941 1.01571 2.94451 -1.1 2.0 -1.1
H -0.44805 1.62347 1.26045 0.4 0.8 2.0
H -2.71166 2.17987 2.04676 1.7 -0.2 2.0
H -1.98476 2.85245 3.75325 -0.3 -1.7 -1.7
H -1.61479 -0.33785 3.15451 -1.2 1.9 1.0
H -2.04871 0.61122 4.79303 -0.1 -0.2 -2.5
H -4.18569 -0.55262 4.41013 0.9 1.5 -1.8
H -4.55486 1.09283 3.56112 1.6 -2.0 -0.4
H -4.79148 -1.74508 2.41664 1.3 2.0 -0.4
H -3.13583 -1.13160 1.67321 -2.1 0.6 1.0
H -5.54960 0.94054 1.52416 1.0 -1.8 -1.0
H -5.83682 -0.62760 0.51141 1.9 1.4 0.8
H -3.96615 1.88836 -0.00846 0.0 -2.5 -0.3
H -2.90100 0.32251 0.00308 -1.9 0.7 -0.1
H -5.44950 0.96601 -1.89686 2.2 -1.2 0.3
H -4.71016 -0.76265 -1.75824 0.8 2.1 -0.1
H -2.75924 1.83655 -2.50994 -0.9 -2.0 -0.7
H -3.80222 0.86856 -3.86714 1.3 0.2 2.4
H -2.73552 -1.36705 -2.45846 1.2 1.6 -1.2
H -1.95633 -0.69263 -4.07056 -0.3 0.7 2.5
H 0.03329 -1.50995 -3.65024 0.6 1.8 1.1
H 1.47374 -0.10701 -1.07353 -0.3 -2.0 -0.6
H 3.65596 -1.41932 -1.78112 -1.5 0.8 -1.6
H 3.23133 0.01645 -2.92307 -0.9 -2.1 0.3
H 2.31958 -4.68562 -0.20225 -0.4 1.0 0.6
H 2.76301 -5.89414 2.74199 1.3 1.1 0.5
H 4.44897 -2.52674 3.01167 -1.6 0.1 -1.5
H -2.10019 -1.78633 -0.40087 1.0 -0.8 -0.7
H 0.71172 -4.99593 -1.97274 -1.1 0.4 -1.1
H -1.64807 -6.26555 -0.44822 -0.7 0.4 -1.2
H 2.75330 1.17378 -4.74167 -1.4 -1.2 -1.1
H 1.56043 3.07449 -3.33220 -0.9 -1.7 0.8
```
Forces are in eV/Å.

## Properties
spin multiplicity	1
SMILES	CCCCCCCCCCCCCCCCO[C@H]([C@H](CON=O)OC(Cl)(PP(=O)(O)O)PP(=O)(O)O)P(O)O
LUMO level	-0.8	eV
relative energy (zero: lowest compared OMol25 entry of this formula, charge and spin)	13.215	eV

=====

Number 1: electronic energy -60688.337 eV. Number 2: electronic energy -68696.882 eV. Number 3: electronic energy -106484.533 eV.